The following is a DFT calculation (the ωB97M-V functional and the def2-TZVPD basis) of an isolated molecule of C25H20N2O6S.

SMILES   Cc1ccccc1NC(=O)CN1C(=O)S/C(=C\c2ccc(-c3cccc(C(=O)O)c3C)o2)C1=O
E_LUMO   -0.94 eV
HOMO energy   -8.15 eV

Each line ends with the natural charge from an NBO analysis.
Geometry (Å):
C  1.462  -1.758  -7.140  -0.64
C  2.168  -0.664  -6.408  -0.04
C  2.815  0.348  -7.109  -0.19
C  3.523  1.344  -6.463  -0.21
C  3.613  1.339  -5.082  -0.21
C  2.970  0.352  -4.361  -0.25
C  2.233  -0.632  -5.013  0.21
N  1.606  -1.614  -4.211  -0.65
C  0.294  -1.934  -4.247  0.67
O  -0.519  -1.496  -5.027  -0.59
C  -0.098  -2.958  -3.159  -0.32
N  -0.389  -2.293  -1.902  -0.47
C  0.601  -1.750  -1.137  0.55
O  1.780  -1.779  -1.384  -0.61
S  -0.096  -0.984  0.308  0.32
C  -1.714  -1.444  -0.177  -0.30
C  -2.853  -1.159  0.496  -0.15
C  -2.907  -0.437  1.713  0.21
C  -3.985  -0.027  2.479  -0.24
C  -3.453  0.658  3.576  -0.29
C  -2.077  0.632  3.432  0.31
C  -0.984  1.220  4.191  -0.12
C  0.166  1.558  3.472  -0.16
C  1.246  2.148  4.095  -0.21
C  1.175  2.429  5.445  -0.17
C  0.037  2.096  6.179  -0.12
C  -1.048  1.450  5.575  0.06
C  -2.197  0.944  6.389  -0.65
H  -2.646  0.074  5.916  0.22
H  -2.956  1.717  6.500  0.23
H  -1.867  0.666  7.385  0.23
C  0.084  2.487  7.611  0.77
O  1.103  2.577  8.249  -0.59
O  -1.107  2.801  8.142  -0.69
H  -0.988  3.093  9.060  0.50
H  1.995  2.905  5.960  0.24
H  2.132  2.394  3.532  0.22
H  0.197  1.348  2.413  0.23
O  -1.760  -0.025  2.300  -0.40
H  -4.010  1.142  4.350  0.24
H  -5.019  -0.201  2.261  0.24
H  -3.787  -1.499  0.071  0.26
C  -1.696  -2.193  -1.433  0.67
O  -2.648  -2.682  -1.989  -0.55
H  0.704  -3.686  -3.008  0.22
H  -1.023  -3.454  -3.464  0.27
H  2.104  -1.837  -3.353  0.43
H  3.028  0.334  -3.282  0.22
H  4.177  2.102  -4.567  0.21
H  4.015  2.115  -7.037  0.21
H  2.767  0.342  -8.189  0.21
H  1.712  -2.728  -6.712  0.21
H  1.735  -1.752  -8.192  0.21
H  0.383  -1.632  -7.054  0.26

---

The following is a DFT calculation (the ωB97M-V functional and the def2-TZVPD basis) of C2H2Br3P as an isolated structure.

E_LUMO (alpha / beta)   -0.96 / -0.91 eV
HOMO energy (alpha / beta)   -8.52 / -9.03 eV

Each line ends with the natural charge from an NBO analysis.
Geometry (Å):
C  1.295  -0.055  -0.084  -0.66
C  -1.201  0.421  -0.101  -0.60
P  0.000  -0.584  -1.135  0.77
Br  -1.325  2.210  -0.677  0.13
Br  -1.551  0.159  1.729  0.13
Br  -0.454  -2.556  -0.307  -0.20
H  1.801  0.863  -0.329  0.21
H  1.435  -0.459  0.905  0.21

---

The following is a DFT calculation (the ωB97M-V functional and the def2-TZVPD basis) of a 2-piece molecular cluster, C3H10N2O2 overall.

SMILES   NC(N)CC=O.O
E_LUMO   0.83 eV
HOMO energy   -8.54 eV

Each line ends with the natural charge from an NBO analysis.
Geometry (Å):
C  -0.910  0.035  0.014  0.35
C  1.079  -0.329  0.660  0.13
C  0.215  0.549  -0.747  -0.43
N  1.406  0.688  1.616  -0.90
N  0.769  -1.563  1.306  -0.80
O  -1.541  -0.983  -0.352  -0.68
O  -1.991  0.896  -2.330  -0.96
H  -2.351  0.140  -1.804  0.49
H  -1.719  0.523  -3.175  0.47
H  -1.349  0.743  0.745  0.14
H  1.979  -0.542  0.072  0.20
H  2.366  1.010  1.602  0.41
H  -0.001  -1.476  1.957  0.36
H  0.613  1.017  2.154  0.38
H  0.539  -2.285  0.614  0.38
H  0.406  1.617  -0.715  0.24
H  0.491  -0.039  -1.618  0.22

---

The following is a DFT calculation (the ωB97M-V functional and the def2-TZVPD basis) of an isolated molecule of C21H18N2O4S.

SMILES   O=C(O)c1ccc2cc(C(=O)Nc3cccn([C@@H]4CCSC4)c3=O)ccc2c1
E_LUMO   -0.08 eV
HOMO energy   -8.31 eV

Each line ends with the natural charge from an NBO analysis.
Geometry (Å):
O  3.022  -0.671  7.920  -0.59
C  3.810  -0.461  7.035  0.78
O  5.075  -0.057  7.282  -0.68
C  3.523  -0.610  5.584  -0.19
C  4.504  -0.344  4.597  -0.18
C  4.200  -0.493  3.278  -0.17
C  2.908  -0.915  2.874  -0.07
C  2.568  -1.079  1.510  -0.15
C  1.315  -1.488  1.151  -0.11
C  0.968  -1.638  -0.303  0.67
O  1.433  -2.519  -1.000  -0.59
N  0.058  -0.721  -0.741  -0.60
C  -0.499  -0.621  -2.015  0.06
C  -0.252  -1.423  -3.081  -0.19
C  -0.921  -1.167  -4.310  -0.28
C  -1.784  -0.136  -4.397  0.02
N  -2.041  0.680  -3.324  -0.38
C  -2.990  1.791  -3.460  -0.06
C  -4.393  1.354  -3.869  -0.42
C  -5.165  2.648  -4.068  -0.51
S  -4.012  3.801  -4.896  0.18
C  -2.528  2.836  -4.475  -0.53
C  -1.432  0.498  -2.097  0.61
O  -1.660  1.228  -1.132  -0.67
C  0.330  -1.735  2.137  -0.21
C  0.635  -1.593  3.458  -0.17
C  1.928  -1.178  3.860  0.00
C  2.268  -1.016  5.222  -0.13
H  5.155  0.007  8.244  0.50
H  5.490  -0.025  4.904  0.23
H  4.944  -0.294  2.518  0.22
H  3.316  -0.889  0.750  0.22
H  -0.267  0.001  -0.109  0.44
H  0.445  -2.240  -2.988  0.26
H  -0.742  -1.789  -5.174  0.23
H  -2.316  0.103  -5.305  0.21
H  -3.036  2.250  -2.475  0.26
H  -4.361  0.793  -4.806  0.20
H  -4.848  0.721  -3.106  0.23
H  -6.044  2.519  -4.694  0.23
H  -5.475  3.070  -3.113  0.21
H  -1.764  3.486  -4.055  0.24
H  -2.128  2.365  -5.374  0.21
H  -0.661  -2.048  1.832  0.22
H  -0.110  -1.793  4.219  0.22
H  1.534  -1.213  5.993  0.24

---

The following is a DFT calculation (the ωB97M-V functional and the def2-TZVPD basis) of C30H40AsCl3N3O2P2RuS5 as an isolated structure.

<S²>   0.811
Spin multiplicity   2
E_LUMO (alpha / beta)   3.57 / 3.57 eV
Net charge   -2
HOMO energy (alpha / beta)   -0.31 / -0.33 eV

Each line ends with the Löwdin spin population.
Geometry (Å):
Ru  1.113  -0.338  1.623  1.02
S  3.190  2.893  4.485  0.00
As  2.179  1.036  4.308  0.00
S  3.235  -0.254  2.874  0.00
S  0.154  1.332  3.499  -0.10
S  2.118  0.116  6.216  0.00
C  -0.585  -1.978  4.876  0.00
P  0.113  -2.042  3.181  -0.02
C  1.572  -3.111  3.500  0.01
C  -1.034  -3.269  2.403  -0.01
C  -0.490  -3.677  1.046  0.00
P  -0.223  -2.209  -0.058  0.02
C  0.351  -3.187  -1.517  0.01
C  -1.961  -1.963  -0.643  0.00
H  -0.679  -2.985  5.287  0.00
H  -1.559  -1.490  4.852  0.00
H  0.086  -1.384  5.503  0.00
H  1.277  -4.088  3.890  0.00
H  2.202  -2.593  4.229  0.00
H  2.146  -3.215  2.574  0.00
H  -2.011  -2.788  2.291  0.00
H  -1.145  -4.139  3.060  0.00
H  -1.159  -4.385  0.540  0.00
H  0.491  -4.149  1.158  0.00
H  -0.258  -4.082  -1.650  0.00
H  1.391  -3.460  -1.365  0.00
H  0.255  -2.564  -2.402  0.00
H  -2.345  -2.854  -1.143  0.00
H  -1.965  -1.121  -1.336  0.00
H  -2.598  -1.707  0.201  0.00
C  1.385  4.641  1.980  0.00
N  0.765  3.503  1.336  0.01
C  1.246  2.688  0.396  0.01
S  0.197  1.435  -0.113  0.03
N  2.353  2.873  -0.341  0.01
C  3.513  3.674  -0.012  0.00
H  0.662  5.048  2.685  0.00
H  1.623  5.412  1.246  0.00
H  2.279  4.370  2.550  0.00
H  0.045  3.050  1.901  0.00
H  2.619  1.987  -0.781  0.00
H  3.252  4.726  0.087  0.00
H  4.212  3.570  -0.842  0.00
H  4.004  3.333  0.903  0.00
Cl  -0.034  2.738  -3.027  0.00
C  -0.886  1.333  -3.547  0.00
C  -2.271  1.423  -3.557  0.00
C  -3.063  0.353  -3.927  0.00
C  -2.455  -0.820  -4.340  0.00
C  -1.077  -0.889  -4.360  0.00
Cl  -0.354  -2.353  -4.974  0.00
C  -0.228  0.148  -3.924  0.00
N  1.111  -0.121  -3.869  0.00
C  2.224  0.706  -3.716  0.00
C  2.327  1.870  -4.475  0.00
C  3.417  2.708  -4.342  0.00
C  4.428  2.373  -3.456  0.00
C  4.368  1.178  -2.761  0.00
C  3.296  0.300  -2.900  0.00
C  3.326  -0.988  -2.152  0.00
C  2.870  -0.841  -0.649  0.00
O  2.470  -1.871  -0.086  0.01
O  2.986  0.281  -0.145  0.01
H  -2.727  2.350  -3.244  0.00
H  -4.140  0.428  -3.890  0.00
H  -3.038  -1.675  -4.643  0.00
H  1.316  -1.108  -3.787  0.00
H  1.533  2.116  -5.167  0.00
H  3.476  3.613  -4.930  0.00
H  5.279  3.030  -3.332  0.00
H  5.166  0.913  -2.081  0.00
H  4.352  -1.365  -2.095  0.00
H  2.711  -1.765  -2.605  0.00
Cl  -8.429  0.062  1.213  0.00
C  -6.700  -0.007  1.432  0.00
C  -5.858  0.438  0.413  0.00
C  -4.501  0.387  0.585  0.00
C  -3.918  -0.081  1.806  0.00
C  -2.563  -0.047  2.021  0.00
C  -4.828  -0.582  2.790  0.00
C  -6.183  -0.539  2.610  0.00
H  -6.288  0.822  -0.503  0.00
H  -3.837  0.717  -0.202  0.00
H  -1.876  0.355  1.293  0.00
H  -2.145  -0.333  2.972  0.00
H  -4.423  -0.995  3.705  0.00
H  -6.856  -0.920  3.366  0.00

---

How do the records compare in max |F|? In the order shown, they have 1.48; 0.92; 4.20; 0.26; 2.27 eV/A.